1.
Here is a cluster of 2 separate species, C2HClF2O2 in total from the Open Molecules 2025 dataset. Energies are from the ωB97M-V functional and the def2-TZVPD basis.

## Properties
energy relative to the best compared isomer or geometry (same formula, charge and spin) = 138.1 kcal/mol
HOMO level (alpha / beta) = -11.72 / -11.68 eV
LUMO (alpha / beta) = -0.08327 / -0.08225 Eh
total charge = 0
Kohn-Sham gap (alpha / beta) = 0.3475 / 0.3468 Ha

XYZ file:
```
8
C2HClF2O2 the ωB97M-V functional and the def2-TZVPD basis
C 0.481 0.018 0.022
C -0.960 0.438 0.016
O 2.389 -2.842 -0.169
O 0.745 -1.149 0.006
F -1.195 1.180 -1.029
F -1.222 1.228 1.075
Cl 1.455 1.476 -0.021
H -1.693 -0.349 0.100
```



2.
Here is a cluster of 2 separate species, C2HClF2S in total from the Open Molecules 2025 dataset. Energies are from the ωB97M-V functional and the def2-TZVPD basis.

## Properties
energy relative to the best compared isomer or geometry (same formula, charge and spin) = 88.6 kcal/mol
HOMO level (alpha / beta) = -8.65 / -7.78 eV
LUMO (alpha / beta) = -0.01391 / -0.02281 Eh
total charge = 0
Kohn-Sham gap (alpha / beta) = 0.3041 / 0.2632 Ha

XYZ file:
```
7
C2HClF2S the ωB97M-V functional and the def2-TZVPD basis
C 0.881 -1.190 -0.234
C -0.547 0.970 0.198
F -1.748 0.239 0.366
F -0.485 1.637 -0.969
S 2.406 -0.804 -0.235
Cl -0.254 -2.332 -0.107
H -0.253 1.480 0.982
```



3.
Here is a cluster of 2 separate species, C2HClF3I in total from the Open Molecules 2025 dataset. Energies are from the ωB97M-V functional and the def2-TZVPD basis.

## Properties
HOMO level (alpha / beta) = -10.45 / -8.78 eV
LUMO (alpha / beta) = -0.01483 / -0.12521 Eh
total charge = 0
Kohn-Sham gap (alpha / beta) = 0.3692 / 0.1976 Ha

XYZ file:
```
8
C2HClF3I the ωB97M-V functional and the def2-TZVPD basis
C -0.221 -0.002 -0.251
C -0.747 0.533 1.037
F -1.211 -0.163 -1.212
F 0.717 0.839 -0.795
F -0.584 -0.274 2.062
Cl -1.289 2.099 1.338
I 3.026 -2.019 -2.272
H 0.309 -1.012 0.092
```



4.
Here is the molecule C2HClF3NO2 from the Open Molecules 2025 dataset. Energies are from the ωB97M-V functional and the def2-TZVPD basis.

## Properties
HOMO level (alpha / beta) = -7.58 / -11.25 eV
LUMO (alpha / beta) = 0.01238 / -0.20653 Eh
total charge = 0
spin multiplicity = 3
Kohn-Sham gap (alpha / beta) = 0.2908 / 0.2070 Ha

XYZ file:
```
10
C2HClF3NO2 the ωB97M-V functional and the def2-TZVPD basis
C -0.450 -0.342 0.106
C 1.195 -0.381 0.070
N -1.085 0.793 -0.619
O -0.894 1.851 -0.144
O -1.794 0.576 -1.554
F 1.738 -0.408 -1.144
F 1.647 0.701 0.716
F 1.591 -1.424 0.804
Cl -0.945 -0.096 2.001
H -1.002 -1.270 -0.235
```



5.
Here is a structure of composition C2HClF4 from the Open Molecules 2025 dataset. Energies are from the ωB97M-V functional and the def2-TZVPD basis.

## Properties
energy relative to the best compared isomer or geometry (same formula, charge and spin) = 40.9 kcal/mol
HOMO level = -10.64 eV
LUMO = 0.03097 Eh
total charge = 0
Kohn-Sham gap = 0.4219 Ha

XYZ file:
```
8
C2HClF4 the ωB97M-V functional and the def2-TZVPD basis
C -0.158 -0.266 0.940
C 0.122 0.262 -0.983
F 0.061 0.823 1.705
F 1.304 -0.043 -1.497
F 0.001 1.579 -1.101
F -0.868 -0.334 -1.512
Cl 0.768 -1.640 1.348
H -1.228 -0.381 1.100
```



6.
Here is the molecule C2HClFN from the Open Molecules 2025 dataset. Energies are from the ωB97M-V functional and the def2-TZVPD basis.

## Properties
energy relative to the best compared isomer or geometry (same formula, charge and spin) = 40.1 kcal/mol
SMILES = N#C[C@H](F)Cl
HOMO level = -11.75 eV
LUMO = 0.01120 Eh
total charge = 0
Kohn-Sham gap = 0.4430 Ha

XYZ file:
```
6
C2HClFN the ωB97M-V functional and the def2-TZVPD basis
N 0.837 -0.621 -1.853
C 0.557 -0.047 -0.801
C -0.034 0.124 0.388
F -0.005 -1.024 1.181
Cl -1.637 0.347 0.164
H 0.283 1.221 0.921
```



7.
Here is the molecule C2HClN2O from the Open Molecules 2025 dataset. Energies are from the ωB97M-V functional and the def2-TZVPD basis.

## Properties
energy relative to the best compared isomer or geometry (same formula, charge and spin) = 59.6 kcal/mol
SMILES = Clc1conn1
HOMO level = -10.41 eV
LUMO = 0.01515 Eh
total charge = 0
Kohn-Sham gap = 0.3978 Ha

XYZ file:
```
7
C2HClN2O the ωB97M-V functional and the def2-TZVPD basis
Cl 2.291 -0.284 -0.114
C 0.669 -0.163 0.152
C -0.182 0.810 -0.046
O -1.443 0.184 -0.131
N -1.174 -1.114 -0.144
N 0.042 -1.369 0.079
H -0.202 1.937 0.203
```



8.
Here is the molecule C2HClN2O2 from the Open Molecules 2025 dataset. Energies are from the ωB97M-V functional and the def2-TZVPD basis.

## Properties
energy relative to the best compared isomer or geometry (same formula, charge and spin) = 105.5 kcal/mol
SMILES = N#C[C@@H](Cl)[N+](=O)[O-]
HOMO level = -11.98 eV
LUMO = -0.01403 Eh
total charge = 0
Kohn-Sham gap = 0.4263 Ha

XYZ file:
```
8
C2HClN2O2 the ωB97M-V functional and the def2-TZVPD basis
N -1.733 1.463 1.030
C -0.800 0.851 0.829
C 0.524 -0.123 0.470
Cl 0.373 -1.591 1.438
N 0.146 -0.381 -1.023
O 0.601 0.515 -1.638
O -0.408 -1.323 -1.446
H 1.297 0.590 0.342
```



9.
Here is a structure of composition C2HClNO2 from the Open Molecules 2025 dataset. Energies are from the ωB97M-V functional and the def2-TZVPD basis.

## Properties
energy relative to the best compared isomer or geometry (same formula, charge and spin) = 141.4 kcal/mol
HOMO level = -2.50 eV
LUMO = 0.15010 Eh
total charge = -1
Kohn-Sham gap = 0.2421 Ha

XYZ file:
```
7
C2HClNO2 the ωB97M-V functional and the def2-TZVPD basis
C 0.057 0.232 -0.138
C 1.276 -0.350 0.230
N -1.660 -0.700 -0.045
O 2.128 -0.727 0.977
O 1.070 -0.295 -1.091
Cl -2.741 0.546 0.265
H -0.130 1.293 -0.199
```



10.
Here is a cluster of 2 separate species, C2HClO3 in total from the Open Molecules 2025 dataset. Energies are from the ωB97M-V functional and the def2-TZVPD basis.

## Properties
energy relative to the best compared isomer or geometry (same formula, charge and spin) = 1.1 kcal/mol
SMILES = O=C=O.O=CCl
HOMO level = -11.41 eV
LUMO = 0.02055 Eh
total charge = 0
Kohn-Sham gap = 0.4400 Ha

XYZ file:
```
7
C2HClO3 the ωB97M-V functional and the def2-TZVPD basis
O 2.637 1.346 -0.545
C 2.290 0.320 -0.162
O 1.944 -0.692 0.251
O -1.083 0.908 0.134
C -1.729 -0.055 0.212
Cl -1.244 -1.686 -0.356
H -2.814 -0.141 0.467
```



11.
Here is a structure of composition C2HCsFLi2O2 from the Open Molecules 2025 dataset. Energies are from the ωB97M-V functional and the def2-TZVPD basis.

## Properties
energy relative to the best compared isomer or geometry (same formula, charge and spin) = 0.0 kcal/mol
HOMO level = -8.59 eV
LUMO = -0.11779 Eh
total charge = +1
Kohn-Sham gap = 0.1980 Ha

XYZ file:
```
9
C2HCsFLi2O2 the ωB97M-V functional and the def2-TZVPD basis
O 1.576 -0.926 1.035
C 1.952 -1.974 1.488
C 2.883 -2.730 2.111
O 4.115 -2.361 2.345
Cs -2.579 0.349 -0.313
F -5.720 1.411 -0.100
H 2.437 -3.595 2.632
Li 5.199 -0.995 2.200
Li -7.240 1.682 0.599
```



12.
Here is the molecule C2HF2N from the Open Molecules 2025 dataset. Energies are from the ωB97M-V functional and the def2-TZVPD basis.

## Properties
energy relative to the best compared isomer or geometry (same formula, charge and spin) = 33.8 kcal/mol
SMILES = N#CC(F)F
HOMO level = -12.53 eV
LUMO = 0.00065 Eh
total charge = 0
Kohn-Sham gap = 0.4612 Ha

XYZ file:
```
6
C2HF2N the ωB97M-V functional and the def2-TZVPD basis
N -2.175 -0.036 -0.314
C -0.992 -0.021 -0.270
C 0.354 0.094 0.084
F 1.374 -0.810 -0.399
F 0.947 1.111 -0.324
H 0.492 -0.337 1.223
```



Short version: maximum force = 2.5 7.2 2.6 6.0 5.4 13.6 5.1 6.3 4.9 2.4 3.5 8.4 eV/Å, in the order given.